{"formula": "C49H36NOP2PtS2", "method": "the ωB97M-V functional and the def2-TZVPD basis", "elements": ["Pt", "O", "S", "C", "C", "C", "C", "C", "C", "C", "C", "C", "C", "P", "C", "C", "C", "C", "C", "C", "C", "C", "C", "C", "C", "C", "C", "C", "C", "C", "C", "C", "C", "C", "C", "C", "C", "C", "P", "C", "C", "C", "C", "C", "C", "C", "C", "C", "C", "C", "C", "C", "C", "H", "H", "H", "H", "H", "H", "H", "H", "H", "H", "H", "H", "H", "H", "H", "H", "H", "H", "H", "H", "H", "H", "H", "H", "H", "H", "H", "H", "H", "H", "H", "H", "H", "H", "H", "H", "S", "C", "N"], "coordinates": [[-0.03316, -0.47122, 0.36937], [0.25994, 1.68234, 1.09391], [-0.33860, 2.23556, -0.23227], [-1.62313, 3.35395, 0.17951], [-1.36079, 4.68608, 0.41863], [-2.38029, 5.62812, 0.65130], [-3.67358, 5.19367, 0.60676], [-4.97476, 5.95170, 0.73494], [-6.07944, 4.86326, 0.66758], [-5.32789, 3.56306, 0.49624], [-5.76881, 2.27594, 0.42325], [-4.80674, 1.25059, 0.34669], [-3.44606, 1.47104, 0.29197], [-2.46719, -0.06909, 0.44990], [-3.09062, -1.16599, -0.86506], [-3.49368, -0.64459, -2.09282], [-3.75095, -1.49613, -3.16039], [-3.59958, -2.86605, -3.00914], [-3.20695, -3.39150, -1.78487], [-2.94495, -2.54631, -0.71810], [-3.02566, -0.79626, 2.02379], [-2.27577, -0.49788, 3.16234], [-2.65262, -1.00202, 4.40014], [-3.76647, -1.82228, 4.50449], [-4.50617, -2.13881, 3.37220], [-4.14199, -1.62379, 2.13714], [-2.96079, 2.82404, 0.28118], [-3.94332, 3.81696, 0.44020], [0.91350, 3.18943, -1.02200], [0.55942, 4.19834, -1.88602], [1.51026, 5.02826, -2.51018], [2.82524, 4.82978, -2.21511], [4.06339, 5.56727, -2.67419], [5.24164, 4.83697, -1.97786], [4.59429, 3.70504, -1.21170], [5.13606, 2.71103, -0.45802], [4.27019, 1.72681, 0.06420], [2.89992, 1.74439, -0.09128], [2.17144, 0.15504, 0.43502], [3.11839, -1.02984, -0.57481], [4.24530, -1.70199, -0.11286], [4.92186, -2.58512, -0.94658], [4.47914, -2.79550, -2.24365], [3.35766, -2.12152, -2.71304], [2.67814, -1.24671, -1.88156], [2.63600, -0.13926, 2.15684], [2.52408, -1.44137, 2.65328], [2.86963, -1.70663, 3.96889], [3.30636, -0.67675, 4.79675], [3.38405, 0.62117, 4.31524], [3.04527, 0.89341, 2.99551], [2.29191, 2.84686, -0.79298], [3.19365, 3.75813, -1.37269], [-0.33581, 5.03107, 0.40110], [-2.12482, 6.66556, 0.83450], [-5.07199, 6.67508, -0.07464], [-5.01173, 6.51495, 1.66739], [-6.76196, 5.03078, -0.16514], [-6.68307, 4.84303, 1.57420], [-6.82158, 2.02340, 0.46484], [-5.16392, 0.22776, 0.35316], [-3.61888, 0.42476, -2.21593], [-4.07033, -1.08595, -4.11044], [-3.78586, -3.52668, -3.84637], [-3.08783, -4.46036, -1.66046], [-2.61911, -2.96575, 0.22650], [-1.39816, 0.13348, 3.08185], [-2.06774, -0.76310, 5.27939], [-4.05707, -2.22183, 5.46850], [-5.36479, -2.79400, 3.45021], [-4.71833, -1.88787, 1.25750], [-0.48924, 4.38513, -2.07611], [1.18008, 5.81688, -3.17470], [4.01724, 6.62134, -2.40003], [4.15044, 5.52780, -3.76030], [5.78579, 5.49908, -1.30386], [5.96594, 4.45535, -2.69737], [6.20355, 2.63074, -0.28928], [4.72246, 0.89506, 0.59155], [4.59442, -1.55561, 0.90285], [5.79126, -3.11451, -0.57590], [5.00123, -3.49295, -2.88727], [3.00209, -2.29335, -3.72172], [1.78940, -0.74500, -2.24434], [2.17240, -2.24163, 2.01285], [2.79478, -2.71800, 4.34872], [3.58392, -0.88908, 5.82210], [3.70908, 1.42428, 4.96505], [3.09460, 1.90888, 2.62049], [0.50720, -5.03865, 0.12102], [0.45692, -3.43450, -0.00642], [0.43168, -2.26380, -0.12286]], "charge": 1, "lumo_ev": -3.3, "relative_energy_ev": 1.3375, "energy_ev": -98425.28815, "homo_lumo_gap_ev": 6.4687}

***

{"formula": "C19H15AuN3O4", "method": "the ωB97M-V functional and the def2-TZVPD basis", "elements": ["Au", "O", "C", "N", "C", "C", "C", "C", "C", "C", "N", "C", "C", "C", "C", "C", "N", "H", "H", "H", "H", "H", "H", "H", "H", "H", "H", "O", "C", "C", "C", "C", "C", "C", "C", "O", "O", "H", "H", "H", "H", "H"], "coordinates": [[-0.18062, -0.04295, -0.06593], [3.37538, 1.25735, -1.53205], [2.24077, 1.14613, -1.13511], [1.61210, -0.04134, -0.99701], [2.30815, -1.29643, -1.14902], [1.42788, -2.42190, -0.72422], [1.87735, -3.73280, -0.73593], [1.02256, -4.74744, -0.34548], [-0.28368, -4.43755, 0.01777], [-0.67137, -3.11750, 0.01200], [0.17392, -2.14044, -0.33719], [1.38640, 2.31364, -0.74559], [1.86181, 3.60386, -0.85494], [1.04799, 4.65035, -0.44547], [-0.22094, 4.37126, 0.04429], [-0.62953, 3.05287, 0.12433], [0.16704, 2.06043, -0.26329], [3.23214, -1.30426, -0.56143], [2.60714, -1.44373, -2.19244], [2.89312, -3.93848, -1.04404], [1.36798, -5.77206, -0.31943], [-0.98598, -5.20369, 0.30945], [-1.67453, -2.81499, 0.29190], [2.85756, 3.75626, -1.24795], [1.40078, 5.67077, -0.50570], [-0.88706, 5.15746, 0.36712], [-1.61035, 2.78750, 0.49556], [-2.28691, 0.08984, 0.81003], [-2.58546, -1.12475, 1.42847], [-3.66002, -1.85573, 0.93393], [-3.96821, -3.08109, 1.49686], [-3.21102, -3.57541, 2.55313], [-2.13577, -2.84051, 3.03867], [-1.81063, -1.61951, 2.47169], [-0.51617, -0.85440, 2.94351], [0.17852, -1.42567, 3.75880], [-0.33890, 0.25334, 2.31947], [-1.88979, 0.65612, 1.51292], [-4.24195, -1.43774, 0.12019], [-4.81114, -3.64256, 1.11631], [-3.44708, -4.53466, 2.99492], [-1.52495, -3.20240, 3.85412]], "charge": 1, "lumo_ev": -5.8, "relative_energy_ev": 1.7611, "energy_ev": -36291.47496, "homo_lumo_gap_ev": 6.1262}

***

{"formula": "C5H14S", "method": "the ωB97M-V functional and the def2-TZVPD basis", "elements": ["C", "C", "C", "S", "H", "H", "H", "H", "H", "H", "H", "H", "C", "C", "H", "H", "H", "H", "H", "H"], "coordinates": [[0.03697, -1.20939, 2.15481], [-0.03373, -1.82052, 0.72937], [-0.10340, 1.74902, 1.88759], [0.93484, 0.30014, 2.24556], [-1.02607, -1.17174, 2.40537], [0.47916, -1.93147, 2.82053], [0.93332, -1.89445, 0.22717], [-0.59003, -1.15023, 0.08599], [-0.42099, 1.46341, 0.87626], [-1.00427, 1.79184, 2.48586], [0.62549, 2.54879, 1.86977], [-0.50348, -2.79870, 0.76161], [-0.13008, 0.04201, -2.84032], [0.26183, 1.02555, -1.70825], [-0.65259, -0.84757, -2.49905], [-0.75178, 0.41145, -3.65960], [0.77766, -0.18372, -3.40356], [0.03947, 0.48864, -0.79452], [-0.18101, 1.99764, -1.91424], [1.30871, 1.18929, -1.73035]], "charge": 1, "lumo_ev": [-3.1, -8.2], "relative_energy_ev": 0.5738, "spin_multiplicity": 2, "energy_ev": -16237.99507, "homo_lumo_gap_ev": [11.5676, 6.4434]}